[1]
Here is a single C4H6N2O2 molecule from OMol25. Energies are from the ωB97M-V functional and the def2-TZVPD basis.

```
14
Properties=species:S:1:pos:R:3:lowdin_charge:R:1
C -0.49 2.01 -0.79 0.125
C -0.09 0.73 -0.42 -0.431
C -0.92 0.09 0.62 -0.156
N -0.61 -0.77 1.53 -0.012
N 0.76 -1.14 1.56 0.004
O 0.96 0.18 -0.94 0.030
C 0.58 -1.15 -1.30 -0.275
O -0.53 -1.37 -1.53 0.157
H -0.11 2.45 -1.63 0.029
H -1.39 2.42 -0.25 0.085
H -1.86 0.56 0.96 0.119
H 0.82 -1.77 2.36 0.087
H 1.46 -0.44 1.30 0.091
H 1.42 -1.80 -1.48 0.148
```

Summary:
**Energy relative to the best compared isomer or geometry (same formula, charge and spin)**: 362.46 kJ/mol
**SMILES**: C=C(/C=N\N)OC=O
**Lowest unoccupied orbital energy**: 0.70 eV
**HOMO level**: -8.52 eV
**2S+1**: 1
**Total charge**: 0
**Molecular weight**: 114.10 g/mol
**Frontier orbital gap**: 9.22 eV

---

[2]
Here is a single C3H2ClFS2 molecule from OMol25. Energies are from the ωB97M-V functional and the def2-TZVPD basis.

```
9
Properties=species:S:1:pos:R:3:lowdin_charge:R:1
F 0.66 -1.62 0.11 0.045
C 0.42 -0.34 0.22 -0.500
C 1.39 0.56 0.05 -0.510
Cl 3.07 0.17 -0.07 0.651
C -1.06 -0.01 0.02 -1.126
S -2.17 -1.21 -0.11 0.681
S -1.64 1.68 -0.02 0.656
H 1.17 1.70 -0.11 0.100
H -2.92 1.17 0.70 0.003
```

Summary:
**Energy relative to the best compared isomer or geometry (same formula, charge and spin)**: 84.78 kJ/mol
**SMILES**: F/C(=C\Cl)C(=S)S
**Lowest unoccupied orbital energy**: -1.27 eV
**HOMO level**: -9.02 eV
**2S+1**: 1
**Total charge**: 0
**Molecular weight**: 156.63 g/mol
**Frontier orbital gap**: 7.75 eV

---

[3]
Here is C51H94ClF6IN5O12Si as an isolated structure from OMol25. Energies are from the ωB97M-V functional and the def2-TZVPD basis.

```
171
Properties=species:S:1:pos:R:3:lowdin_charge:R:1
C 6.13 -1.12 3.55 -0.099
C 5.73 -1.01 2.06 -0.231
C 5.25 0.42 1.72 -0.143
C 3.88 0.45 1.02 -0.215
O 2.91 0.59 2.03 -0.057
C 1.55 0.89 1.94 -0.288
C 1.33 1.87 3.17 -0.090
N 0.42 2.99 2.95 -0.089
C 0.54 4.01 3.99 -0.083
N 1.03 1.64 0.77 0.128
C 1.82 2.65 0.04 -0.100
C 2.52 3.74 0.80 -0.144
O 3.57 3.27 1.66 -0.055
C 4.18 4.25 2.37 -0.301
O 4.24 4.21 3.56 0.119
C -0.21 1.44 0.40 -0.273
N -0.68 1.81 -0.82 0.213
N -1.10 0.77 1.24 0.003
N -2.42 1.17 1.13 0.064
C -3.35 0.44 0.36 -0.517
O -4.50 0.40 0.60 0.231
F -2.81 -0.20 -0.66 0.135
C -2.74 2.54 1.30 -0.460
O -3.03 3.26 0.40 0.223
F -2.69 2.98 2.54 0.171
C -0.75 -0.25 2.23 -0.519
Cl -1.63 -1.79 1.70 0.829
Si -1.72 -0.08 3.96 0.561
C -3.59 0.03 3.64 -0.169
C -1.45 1.39 5.09 -0.157
C -1.72 -1.64 5.02 -0.163
C 0.79 -0.47 2.11 -0.178
C 1.13 -1.45 0.88 -0.195
C 0.53 -1.40 -0.55 -0.697
C 0.45 -2.85 -1.07 -0.184
I 1.92 -0.47 -1.96 1.001
C 1.43 -1.33 3.26 -0.361
F 2.58 -1.93 2.79 0.094
F 0.62 -2.39 3.54 0.100
C 1.95 -0.75 4.60 -0.275
F 0.96 -0.34 5.43 0.059
F 2.61 -1.75 5.24 0.110
H 6.15 -2.16 3.89 0.073
H 5.42 -0.59 4.19 0.061
H 7.12 -0.71 3.72 0.075
H 4.97 -1.75 1.83 0.092
H 6.63 -1.25 1.49 0.104
H 5.18 1.03 2.63 0.109
H 5.99 0.87 1.05 0.117
H 3.93 1.25 0.28 0.090
H 3.83 -0.47 0.43 0.073
H 2.30 2.31 3.39 0.122
H 1.02 1.35 4.07 0.089
H -0.54 2.70 2.82 0.046
H 0.98 3.61 4.91 0.089
H 1.20 4.81 3.66 0.074
H -0.44 4.45 4.19 0.086
H 1.18 3.22 -0.63 0.104
H 2.52 2.17 -0.64 0.074
H 1.83 4.36 1.38 0.116
H 2.94 4.41 0.04 0.140
H 4.64 5.06 1.78 0.161
H -0.75 2.78 -1.07 0.106
H -0.92 1.13 -1.51 0.101
H -4.10 -0.13 4.59 0.025
H -3.94 -0.69 2.90 0.024
H -3.88 1.03 3.32 0.025
H -1.58 2.38 4.66 0.010
H -2.24 1.29 5.84 0.057
H -0.52 1.40 5.67 0.030
H -0.77 -1.89 5.50 0.025
H -2.05 -2.51 4.45 0.033
H -2.46 -1.48 5.81 0.029
H 2.19 -1.42 0.70 0.071
H 0.94 -2.46 1.23 0.097
H -0.47 -1.02 -0.68 0.032
H -0.14 -2.85 -1.99 0.070
H -0.11 -3.46 -0.36 0.068
H 1.43 -3.27 -1.27 0.070
H 2.67 0.06 4.46 0.161
C -2.64 -7.24 -1.40 -0.167
C -1.28 -7.91 -1.23 -0.167
C -0.40 -7.04 -2.12 -0.198
O -0.96 -5.73 -2.08 -0.160
C -2.25 -5.77 -1.47 -0.212
H -3.34 -7.46 -0.59 0.113
H -3.11 -7.56 -2.33 0.116
H -0.95 -7.85 -0.20 0.114
H -1.27 -8.96 -1.53 0.114
H -0.41 -7.39 -3.16 0.119
H 0.64 -7.00 -1.78 0.116
H -2.19 -5.33 -0.47 0.110
H -2.95 -5.18 -2.07 0.115
C -3.66 -1.14 -4.81 -0.160
C -3.26 -2.16 -5.87 -0.157
C -1.79 -1.85 -6.07 -0.188
O -1.30 -1.37 -4.80 -0.154
C -2.40 -1.10 -3.94 -0.229
H -4.55 -1.40 -4.25 0.113
H -3.82 -0.16 -5.27 0.117
H -3.39 -3.17 -5.48 0.115
H -3.83 -2.08 -6.79 0.112
H -1.65 -1.07 -6.81 0.104
H -1.21 -2.73 -6.37 0.119
H -2.44 -1.88 -3.17 0.109
H -2.25 -0.14 -3.46 0.099
C -0.87 6.88 -0.08 -0.150
C -0.19 7.55 -1.27 -0.154
C 1.00 6.63 -1.51 -0.182
O 0.58 5.32 -1.11 -0.179
C -0.66 5.41 -0.39 -0.216
H -1.92 7.14 0.03 0.121
H -0.35 7.14 0.85 0.118
H -0.86 7.54 -2.13 0.120
H 0.10 8.58 -1.08 0.119
H 1.86 6.92 -0.89 0.118
H 1.31 6.61 -2.55 0.123
H -1.46 5.02 -1.03 0.116
H -0.60 4.78 0.51 0.103
C -7.50 -0.89 7.44 -0.166
C -6.23 -1.19 8.22 -0.165
C -5.28 -1.63 7.12 -0.202
O -5.67 -0.91 5.94 -0.176
C -6.94 -0.28 6.16 -0.196
H -8.18 -0.22 7.96 0.114
H -8.03 -1.81 7.22 0.116
H -5.85 -0.29 8.70 0.115
H -6.36 -1.95 8.99 0.115
H -5.38 -2.70 6.91 0.122
H -4.24 -1.41 7.34 0.105
H -6.78 0.80 6.27 0.119
H -7.58 -0.45 5.30 0.119
C -2.45 -0.94 -11.63 -0.163
C -0.97 -1.05 -11.26 -0.162
C -0.98 -0.61 -9.81 -0.211
O -2.24 -1.00 -9.27 -0.163
C -3.11 -1.40 -10.34 -0.198
H -2.73 -1.55 -12.48 0.114
H -2.71 0.09 -11.84 0.114
H -0.64 -2.09 -11.34 0.108
H -0.32 -0.44 -11.89 0.115
H -0.89 0.48 -9.72 0.119
H -0.17 -1.07 -9.23 0.097
H -3.22 -2.49 -10.31 0.119
H -4.09 -0.95 -10.18 0.116
C 3.24 -3.45 -9.79 -0.169
C 2.41 -3.96 -8.62 -0.167
C 1.03 -4.06 -9.25 -0.205
O 1.23 -4.37 -10.63 -0.144
C 2.61 -4.19 -10.96 -0.201
H 4.31 -3.66 -9.70 0.111
H 3.11 -2.38 -9.91 0.112
H 2.76 -4.95 -8.31 0.114
H 2.43 -3.30 -7.75 0.110
H 0.49 -3.11 -9.18 0.091
H 0.41 -4.84 -8.79 0.119
H 3.06 -5.18 -11.10 0.118
H 2.68 -3.64 -11.90 0.117
C 4.92 4.81 8.44 -0.168
C 4.25 4.83 7.07 -0.172
C 4.87 3.61 6.41 -0.224
O 5.14 2.68 7.46 -0.142
C 5.00 3.32 8.73 -0.205
H 4.37 5.36 9.21 0.112
H 5.92 5.24 8.38 0.115
H 3.17 4.70 7.18 0.109
H 4.42 5.75 6.51 0.111
H 5.82 3.87 5.92 0.118
H 4.22 3.15 5.68 0.084
H 4.08 2.96 9.20 0.116
H 5.85 3.05 9.36 0.117
```

Summary:
**Lowest unoccupied orbital energy**: -3.41 eV
**HOMO level**: -10.64 eV
**2S+1**: 1
**Total charge**: +1
**Molecular weight**: 1273.77 g/mol
**Frontier orbital gap**: 7.23 eV

---

[4]
Here is C5H7IN2 as an isolated structure from OMol25. Energies are from the ωB97M-V functional and the def2-TZVPD basis.

```
15
Properties=species:S:1:pos:R:3:lowdin_charge:R:1
C 1.11 -1.57 -1.10 -0.103
C 1.85 -1.56 0.13 -0.114
C 0.00 -0.78 -0.87 -0.137
C 1.16 -0.83 1.08 -0.088
C -1.75 1.41 0.42 -0.312
N 0.02 -0.42 0.44 -0.170
N -1.09 0.41 1.17 -0.485
I -2.60 -0.85 1.92 0.759
H 1.67 -1.98 -2.00 0.116
H 2.55 -2.36 0.27 0.087
H -0.88 -0.35 -1.46 0.133
H 1.13 -0.76 2.12 0.089
H -2.45 1.12 -0.30 0.030
H -2.26 2.14 1.12 0.095
H -0.95 2.01 -0.07 0.101
```

Summary:
**Energy relative to the best compared isomer or geometry (same formula, charge and spin)**: 291.11 kJ/mol
**Lowest unoccupied orbital energy**: -0.58 eV
**HOMO level**: -8.57 eV
**2S+1**: 1
**Total charge**: 0
**Molecular weight**: 222.03 g/mol
**Frontier orbital gap**: 7.98 eV

---

[5]
Here is a 2-piece molecular cluster, C2H4NO4 overall from OMol25. Energies are from the ωB97M-V functional and the def2-TZVPD basis.

```
11
Properties=species:S:1:pos:R:3:lowdin_charge:R:1
O 0.68 -1.62 -1.12 0.082
C 1.70 -1.20 -0.63 -0.374
O 1.83 -0.21 0.18 0.248
H 2.67 -1.72 -0.89 0.179
N -0.70 1.37 1.42 0.163
C -1.05 0.78 0.25 -0.700
O -1.16 -0.56 0.37 0.061
O -1.23 1.42 -0.77 0.074
H -0.68 2.38 1.35 0.115
H 0.00 0.91 1.95 0.085
H -0.55 -0.96 -0.35 0.068
```

Summary:
**Energy relative to the best compared isomer or geometry (same formula, charge and spin)**: 30.46 kJ/mol
**Lowest unoccupied orbital energy (alpha / beta)**: 0.55 / -4.51 eV
**HOMO level (alpha / beta)**: -9.92 / -9.89 eV
**2S+1**: 2
**Total charge**: 0
**Molecular weight**: 106.06 g/mol
**Frontier orbital gap (alpha / beta)**: 10.46 / 5.38 eV

---

[6]
Here is a single C11H12N2O2 molecule from OMol25. Energies are from the ωB97M-V functional and the def2-TZVPD basis.

```
27
Properties=species:S:1:pos:R:3:lowdin_charge:R:1
N 3.33 1.70 -0.09 0.035
C 2.23 0.75 0.13 -0.363
C 1.33 0.41 -0.96 -0.117
C 0.03 -0.38 -0.63 -0.130
C -0.05 -1.73 -0.50 -0.056
N -1.34 -2.12 -0.22 0.073
C -2.10 -1.01 0.13 -0.182
C -3.44 -0.88 0.55 -0.025
C -3.89 0.39 0.86 -0.110
C -3.16 1.50 0.43 -0.097
C -1.85 1.33 -0.05 -0.042
C -1.25 0.10 -0.09 -0.142
C 2.79 -0.51 0.91 -0.493
O 2.61 -0.66 2.07 0.143
O 3.59 -1.33 0.18 0.115
H 3.78 1.99 0.79 0.088
H 4.12 1.49 -0.78 0.112
H 1.66 1.25 0.92 0.153
H 1.91 -0.38 -1.65 0.147
H 1.10 1.26 -1.64 0.128
H 0.62 -2.55 -0.88 0.150
H -1.74 -2.81 -0.70 0.099
H -3.94 -1.82 0.78 0.108
H -4.88 0.54 1.34 0.111
H -3.70 2.44 0.45 0.095
H -1.43 2.19 -0.62 0.125
H 3.68 -1.15 -0.73 0.073
```

Summary:
**Energy relative to the best compared isomer or geometry (same formula, charge and spin)**: 212.97 kJ/mol
**SMILES**: N[C@@H](Cc1c[nH]c2ccccc12)C(=O)O
**Lowest unoccupied orbital energy**: 0.52 eV
**HOMO level**: -8.19 eV
**2S+1**: 1
**Total charge**: 0
**Molecular weight**: 204.23 g/mol
**Frontier orbital gap**: 8.71 eV